C20H52O4 | ωB97M-V/def2-TZVPD

Calculated values
Energy above the lowest of the compared OMol25 structures with the same formula, charge and spin, kJ/mol: 143.8
E_HOMO, eV: -9.29
SMILES string: CCCCCC.CCCCCC.CCO.CCO.CCO.CCO
LUMO level, eV: 0.31
Multiplicity: 1
Orbital gap, Ha: 0.35298

Geometry as XYZ:
```
76
C20H52O4, DFT ωB97M-V/def2-TZVPD
C -52.00 12.42 33.06
C -50.51 12.44 33.63
C -49.43 12.71 32.59
C -49.69 14.08 31.88
C -48.68 14.48 30.73
C -48.68 13.55 29.61
H -51.91 11.71 32.11
H -52.40 13.26 32.67
H -52.57 12.12 33.90
H -50.33 11.51 34.18
H -50.26 13.35 34.13
H -49.44 11.79 31.81
H -48.40 12.55 32.97
H -49.80 14.85 32.51
H -50.70 14.10 31.57
H -47.79 14.49 31.32
H -49.15 15.37 30.38
H -48.47 12.55 29.94
H -47.82 13.71 29.01
H -49.54 13.64 28.96
C -46.68 17.53 33.07
C -45.46 16.62 33.11
C -44.32 17.16 32.34
C -44.43 17.35 30.84
C -44.50 16.03 30.04
C -44.78 16.20 28.50
H -46.31 18.46 33.50
H -47.55 17.02 33.58
H -47.05 17.88 32.22
H -45.46 15.67 32.61
H -45.29 16.45 34.00
H -43.48 16.34 32.35
H -44.11 18.26 32.61
H -43.73 18.08 30.54
H -45.25 18.09 30.61
H -45.26 15.32 30.26
H -43.61 15.60 30.05
H -44.54 15.26 28.12
H -44.17 16.80 28.05
H -45.63 16.34 28.20
C -55.02 9.85 35.77
C -53.48 9.90 36.16
O -53.21 10.97 37.16
H -55.31 10.98 35.42
H -55.66 9.72 36.78
H -55.28 9.32 35.03
H -52.88 10.01 35.41
H -53.23 8.84 36.61
H -52.38 11.43 37.33
C -51.16 12.33 39.22
C -50.15 12.26 38.16
O -50.40 11.08 37.35
H -52.15 12.34 38.88
H -51.11 13.03 40.00
H -51.17 11.58 39.83
H -49.27 12.24 38.71
H -50.06 13.22 37.46
H -49.81 10.91 36.63
C -48.94 8.81 34.78
C -47.96 9.99 34.78
O -48.26 10.91 35.74
H -49.00 8.37 35.75
H -48.51 8.02 34.26
H -49.95 8.94 34.31
H -47.83 10.29 33.78
H -46.77 9.56 34.86
H -47.46 11.33 36.21
C -46.39 13.89 35.77
C -45.23 13.02 36.43
O -45.93 11.76 36.85
H -46.77 13.48 34.98
H -45.89 14.94 35.54
H -47.25 14.00 36.48
H -44.76 13.35 37.34
H -44.63 12.62 35.74
H -45.09 11.16 36.98
```

C26H35BrCl10O2 | ωB97M-V/def2-TZVPD

Calculated values
E_HOMO, eV: -9.47
SMILES string: C[C@H](Br)CC1=CC(=O)C=C(Cc2ccccc2)C1=O.ClCCCl.ClCCCl.ClCCCl.ClCCCl.ClCCCl
LUMO level, eV: -1.22
Multiplicity: 1
Orbital gap, Ha: 0.30315

Geometry as XYZ:
```
74
C26H35BrCl10O2, DFT ωB97M-V/def2-TZVPD
C -2.65 -0.64 0.95
C -3.23 0.76 1.17
Br -5.04 0.86 0.38
C -2.44 1.88 0.51
C -1.00 1.90 0.91
C -0.46 1.35 2.00
C 1.01 1.41 2.18
O 1.52 1.50 3.26
C 1.78 1.36 0.92
C 1.26 1.94 -0.17
C 1.89 1.89 -1.53
C 1.65 0.50 -2.08
C 0.34 0.15 -2.42
C 0.04 -1.14 -2.85
C 1.06 -2.08 -2.95
C 2.37 -1.74 -2.63
C 2.66 -0.44 -2.19
C -0.05 2.61 0.00
O -0.34 3.64 -0.55
H -3.40 -1.29 0.51
H -1.79 -0.64 0.29
H -2.40 -1.08 1.91
H -3.39 1.00 2.21
H -2.49 1.75 -0.56
H -2.90 2.84 0.71
H -1.06 0.83 2.73
H 2.73 0.86 0.87
H 2.96 2.08 -1.43
H 1.41 2.60 -2.19
H -0.47 0.86 -2.33
H -0.98 -1.39 -3.09
H 0.81 -3.08 -3.26
H 3.15 -2.48 -2.70
H 3.68 -0.18 -1.92
Cl -2.43 -3.93 2.94
C -0.72 -4.44 3.03
C 0.18 -3.50 2.28
Cl -0.08 -3.56 0.52
H -0.66 -5.46 2.65
H -0.44 -4.45 4.08
H 1.22 -3.77 2.46
H 0.03 -2.47 2.60
Cl 5.12 -5.18 1.74
C 4.31 -5.96 0.36
C 2.83 -5.69 0.34
Cl 1.99 -6.49 1.70
H 4.52 -7.03 0.41
H 4.77 -5.57 -0.55
H 2.39 -6.07 -0.58
H 2.63 -4.62 0.40
Cl -3.38 0.85 -3.02
C -4.54 1.03 -4.37
C -5.65 2.00 -4.06
Cl -6.76 1.38 -2.81
H -4.93 0.04 -4.60
H -3.96 1.39 -5.23
H -6.24 2.17 -4.95
H -5.26 2.95 -3.71
Cl 4.70 -0.01 7.58
C 4.69 0.41 5.85
C 3.77 -0.48 5.05
Cl 4.36 -2.16 4.96
H 5.71 0.34 5.48
H 4.35 1.44 5.77
H 3.69 -0.11 4.03
H 2.77 -0.50 5.48
Cl -2.89 4.47 -3.65
C -1.89 5.43 -2.52
C -1.89 6.89 -2.86
Cl -1.03 7.23 -4.39
H -0.89 5.01 -2.53
H -2.31 5.28 -1.52
H -1.38 7.45 -2.08
H -2.90 7.28 -2.96
```

C28H56O21 | ωB97M-V/def2-TZVPD

Calculated values
Energy above the lowest of the compared OMol25 structures with the same formula, charge and spin, kJ/mol: 3.3
E_HOMO, eV: -10.57
SMILES string: CCOC(=O)OC.CCOC(=O)OC.CCOC(=O)OC.CCOC(=O)OC.CCOC(=O)OC.CCOC(=O)OC.CCOC(=O)OC
LUMO level, eV: 0.58
Multiplicity: 1
Orbital gap, Ha: 0.40958

Geometry as XYZ:
```
105
C28H56O21, DFT ωB97M-V/def2-TZVPD
C -0.17 3.13 -5.68
C -1.33 2.35 -5.11
O -1.78 3.03 -3.94
C -2.68 2.47 -3.14
O -3.00 2.97 -2.10
O -3.16 1.33 -3.65
C -4.08 0.63 -2.81
H 0.17 2.65 -6.60
H 0.69 3.20 -5.02
H -0.52 4.14 -5.94
H -1.00 1.34 -4.85
H -2.14 2.28 -5.84
H -4.46 -0.18 -3.43
H -4.86 1.31 -2.46
H -3.57 0.18 -1.96
C 0.97 -1.43 -4.62
C -0.17 -1.87 -3.73
O -0.41 -0.89 -2.70
C -1.02 -1.34 -1.60
O -1.54 -2.41 -1.46
O -1.00 -0.34 -0.72
C -1.53 -0.59 0.57
H 0.71 -1.36 -5.67
H 1.79 -2.15 -4.59
H 1.45 -0.49 -4.34
H -0.04 -2.85 -3.28
H -1.09 -1.89 -4.32
H -0.88 -0.08 1.28
H -1.45 -1.64 0.88
H -2.53 -0.17 0.65
C -4.39 -2.12 3.10
C -4.68 -0.65 2.97
O -4.44 0.05 4.19
C -3.21 0.53 4.36
O -2.24 0.26 3.70
O -3.21 1.34 5.40
C -1.96 1.99 5.66
H -3.31 -2.26 3.23
H -4.63 -2.64 2.17
H -4.87 -2.55 3.97
H -5.74 -0.51 2.77
H -4.16 -0.19 2.13
H -1.22 1.27 6.01
H -2.13 2.71 6.45
H -1.54 2.53 4.82
C -2.34 2.82 1.43
C -2.24 4.28 1.06
O -0.87 4.70 1.00
C -0.30 5.00 2.15
O -0.82 5.01 3.24
O 0.96 5.34 1.90
C 1.72 5.72 3.04
H -3.36 2.51 1.17
H -2.17 2.62 2.48
H -1.68 2.20 0.82
H -2.79 4.93 1.74
H -2.61 4.39 0.05
H 2.67 6.12 2.69
H 1.86 4.88 3.70
H 1.23 6.53 3.60
C 0.67 -3.45 -7.43
C 1.49 -4.60 -6.89
O 1.94 -4.38 -5.54
C 1.18 -4.82 -4.54
O 0.14 -5.41 -4.65
O 1.84 -4.56 -3.41
C 1.21 -4.97 -2.20
H 1.22 -2.52 -7.41
H -0.26 -3.38 -6.86
H 0.46 -3.60 -8.49
H 2.41 -4.76 -7.46
H 0.93 -5.54 -6.94
H 0.42 -4.29 -1.90
H 1.98 -4.95 -1.43
H 0.80 -5.97 -2.30
C 1.11 -0.35 3.93
C 1.06 1.15 3.70
O 1.23 1.89 4.90
C 2.46 2.06 5.37
O 3.46 1.59 4.91
O 2.38 2.86 6.43
C 3.63 3.20 7.04
H 0.32 -0.62 4.64
H 2.06 -0.65 4.37
H 0.96 -0.88 3.00
H 0.11 1.44 3.27
H 1.83 1.44 2.97
H 3.49 4.15 7.55
H 4.43 3.20 6.31
H 3.88 2.44 7.79
C 3.61 -0.08 -1.34
C 3.01 -0.89 -0.23
O 3.93 -1.94 0.17
C 3.39 -2.85 0.97
O 2.27 -2.86 1.39
O 4.33 -3.77 1.23
C 3.96 -4.84 2.09
H 2.81 0.28 -1.99
H 4.26 -0.68 -1.98
H 4.15 0.81 -1.01
H 2.10 -1.42 -0.53
H 2.76 -0.29 0.64
H 4.32 -5.76 1.66
H 2.88 -4.90 2.25
H 4.40 -4.71 3.08
```

C50H52BF4N6RuS2 | ωB97M-V/def2-TZVPD

Calculated values
Net charge: -2
E_HOMO (spin up / spin down), eV: -0.24 / -2.78
LUMO level (spin up / spin down), eV: 3.79 / 3.06
Expectation value of S²: 8.81
Multiplicity: 6
Orbital gap (spin up / spin down), Ha: 0.14781 / 0.21468

Geometry as XYZ:
```
116
C50H52BF4N6RuS2, DFT ωB97M-V/def2-TZVPD
Ru -0.57 -0.37 -1.00
S -2.20 -1.50 -2.01
C -1.58 -3.13 -2.18
C -2.13 -4.07 -3.08
C -1.67 -5.35 -3.07
C -2.22 -6.25 -3.98
N -2.96 -6.89 -4.65
C -0.60 -5.68 -2.27
C 0.08 -4.77 -1.44
C -0.59 -3.53 -1.29
S 0.01 -2.31 -0.19
C 0.00 -6.98 -2.32
N 0.29 -8.09 -2.21
H -2.95 -3.93 -3.75
H 1.02 -4.94 -0.95
C 3.57 -2.29 1.18
C 3.26 -0.84 1.60
C 4.30 -0.43 2.66
C 3.29 0.11 0.43
C 4.50 0.08 -0.25
C 4.81 0.95 -1.23
C 3.89 2.01 -1.55
C 2.67 2.08 -0.84
C 1.82 3.31 -1.00
C 2.32 4.42 -0.05
C 1.80 3.98 -2.38
C 2.27 0.97 -0.07
N 0.87 0.71 0.20
C 0.26 1.35 1.25
C -1.15 1.17 1.48
N -1.84 0.45 0.54
C -3.29 0.25 0.66
C -3.76 -0.96 1.24
C -5.14 -1.21 1.29
C -6.11 -0.31 0.91
C -5.65 0.84 0.28
C -4.27 1.21 0.29
C -3.85 2.59 -0.13
C -4.20 3.77 0.75
C -4.10 2.78 -1.68
C -2.85 -1.99 1.87
C -3.23 -2.11 3.38
C -2.86 -3.41 1.16
C -1.56 1.79 2.73
C -2.71 1.93 3.47
C -2.54 2.37 4.83
C -1.36 2.79 5.36
C -0.16 2.88 4.55
C 1.17 3.28 4.87
C 2.16 3.03 4.00
C 2.15 2.46 2.77
C 0.84 2.03 2.37
C -0.26 2.22 3.32
H 3.10 -3.07 1.86
H 4.57 -2.68 1.13
H 3.13 -2.58 0.23
H 2.31 -0.93 2.07
H 5.19 -0.98 2.37
H 3.90 -0.95 3.62
H 4.33 0.62 2.95
H 5.27 -0.64 -0.01
H 5.80 0.95 -1.66
H 4.15 2.74 -2.27
H 0.75 3.11 -0.76
H 2.91 5.15 -0.65
H 2.90 4.07 0.83
H 1.55 5.01 0.38
H 2.79 4.53 -2.55
H 1.13 4.88 -2.53
H 1.50 3.23 -3.08
H -5.34 -2.21 1.69
H -7.16 -0.56 0.97
H -6.36 1.44 -0.19
H -2.80 2.54 -0.21
H -5.32 3.98 0.78
H -3.65 4.65 0.39
H -3.78 3.60 1.78
H -3.19 3.22 -2.12
H -4.94 3.46 -1.92
H -4.27 1.81 -2.16
H -1.74 -1.75 1.71
H -4.05 -2.86 3.47
H -3.53 -1.16 3.81
H -2.28 -2.42 3.96
H -3.78 -3.97 1.38
H -1.98 -3.95 1.52
H -2.86 -3.32 0.05
H -3.73 1.72 3.12
H -3.45 2.49 5.37
H -1.49 3.01 6.46
H 1.32 3.78 5.85
H 3.14 3.30 4.44
H 3.10 2.38 2.18
N 0.89 -0.66 4.26
H 0.34 -0.58 5.16
H 1.74 -1.17 4.48
H 0.40 -1.10 3.54
C 2.73 0.89 -6.23
C 1.90 0.37 -5.01
C 0.89 1.21 -4.52
C 0.38 0.98 -3.27
N 0.44 -0.25 -2.76
C 1.34 -1.13 -3.26
C 2.06 -0.86 -4.44
H 3.71 1.31 -5.93
H 2.24 1.80 -6.62
H 2.76 0.21 -7.08
H 0.81 2.22 -4.98
H -0.39 1.65 -2.85
H 1.25 -2.09 -2.82
H 2.92 -1.55 -4.64
F 2.26 -3.79 -3.30
B 3.50 -3.89 -2.64
F 4.30 -2.79 -3.08
F 4.07 -5.12 -2.97
F 3.35 -3.77 -1.19
```

C17H18F3N3O2 | ωB97M-V/def2-TZVPD

Calculated values
Energy above the lowest of the compared OMol25 structures with the same formula, charge and spin, kJ/mol: 245.8
E_HOMO, eV: -8.88
SMILES string: O=C(NO)[C@@]1(c2ccccc2)CCc2cn(CC(F)(F)F)nc2CC1
LUMO level, eV: 0.55
Multiplicity: 1
Orbital gap, Ha: 0.34677

Geometry as XYZ:
```
43
C17H18F3N3O2, DFT ωB97M-V/def2-TZVPD
O 3.45 2.41 -1.25
C 2.38 1.87 -1.59
N 2.00 2.00 -2.93
O 2.79 2.65 -3.90
C 1.46 1.18 -0.59
C 0.73 0.02 -1.32
C -0.63 0.12 -1.65
C -1.32 -0.94 -2.28
C -0.63 -2.09 -2.69
C 0.74 -2.18 -2.42
C 1.39 -1.16 -1.72
C 2.30 0.62 0.59
C 1.68 -0.46 1.47
C 0.17 -0.32 1.69
C -0.72 -1.36 1.84
N -1.96 -0.78 1.97
C -3.18 -1.57 1.96
C -3.65 -2.08 3.34
F -4.29 -1.14 4.10
F -4.53 -3.10 3.09
F -2.58 -2.55 4.03
N -1.98 0.57 1.70
C -0.71 0.85 1.51
C -0.21 2.22 1.15
C 0.62 2.40 -0.13
H 1.14 1.51 -3.22
H 3.63 3.01 -3.49
H -1.27 0.95 -1.33
H -2.39 -0.78 -2.45
H -1.10 -2.93 -3.22
H 1.26 -3.06 -2.76
H 2.44 -1.33 -1.52
H 3.21 0.21 0.20
H 2.57 1.41 1.28
H 2.20 -0.43 2.43
H 1.91 -1.42 1.03
H -0.45 -2.38 1.91
H -3.97 -1.00 1.47
H -2.96 -2.42 1.30
H 0.36 2.53 2.02
H -1.06 2.93 1.12
H 1.22 3.29 0.15
H -0.07 2.71 -0.92
```

C4H9NO2 | ωB97M-V/def2-TZVPD

Calculated values
Energy above the lowest of the compared OMol25 structures with the same formula, charge and spin, kJ/mol: 376.3
E_HOMO, eV: -8.56
LUMO level, eV: 0.66
Multiplicity: 1
Orbital gap, Ha: 0.33892

Geometry as XYZ:
```
16
C4H9NO2, DFT ωB97M-V/def2-TZVPD
C -0.41 0.88 0.38
C -0.79 -0.52 0.38
C 1.79 -1.05 -0.49
C 0.85 -1.05 0.68
N -0.14 1.44 -0.85
O -2.24 1.23 0.22
O 1.05 -1.68 1.69
H -2.96 0.71 0.60
H 0.09 1.30 1.26
H 0.06 2.44 -0.80
H -1.00 1.29 -1.40
H -1.10 -0.93 -0.58
H -1.33 -0.87 1.26
H 1.36 -1.62 -1.32
H 2.03 -0.04 -0.81
H 2.74 -1.52 -0.22
```

C9H14INSi | ωB97M-V/def2-TZVPD

Calculated values
Energy above the lowest of the compared OMol25 structures with the same formula, charge and spin, kJ/mol: 414.8
E_HOMO (spin up / spin down), eV: -7.69 / -7.08
LUMO level (spin up / spin down), eV: -0.47 / -0.29
Multiplicity: 1
Orbital gap (spin up / spin down), Ha: 0.26546 / 0.24968

Geometry as XYZ:
```
26
C9H14INSi, DFT ωB97M-V/def2-TZVPD
C 2.45 1.35 -0.84
C 2.11 0.01 -1.33
C 0.71 -0.57 0.64
C 1.84 1.77 0.34
C 0.89 0.90 0.91
C 1.30 -0.92 -0.68
C -0.88 -0.43 0.63
C 1.17 -2.41 -0.83
C -1.69 -0.34 1.92
N -3.10 1.12 -0.36
Si -1.47 0.53 -0.88
I -4.61 -0.30 -0.34
H 3.14 2.10 -1.25
H 2.46 -0.39 -2.19
H 0.83 -1.38 1.47
H 2.06 2.71 0.63
H 0.55 1.37 1.86
H 2.13 -2.94 -0.42
H 1.01 -2.64 -1.95
H 0.38 -2.69 -0.28
H -2.64 -0.59 1.50
H -1.65 0.73 2.49
H -1.27 -1.02 2.60
H -3.38 2.08 -0.46
H -0.72 1.92 -0.92
H -1.64 0.03 -2.26
```

C3H5N3Se | ωB97M-V/def2-TZVPD

Calculated values
E_HOMO (spin up / spin down), eV: -4.61 / -9.70
LUMO level (spin up / spin down), eV: 0.62 / -2.55
Expectation value of S²: 2.01
Multiplicity: 3
Orbital gap (spin up / spin down), Ha: 0.19193 / 0.26285

Geometry as XYZ:
```
12
C3H5N3Se, DFT ωB97M-V/def2-TZVPD
C 0.39 -0.58 -0.10
C -0.31 1.65 -0.12
C 0.67 -2.02 0.08
N 1.19 0.22 -0.79
N 0.76 1.48 -0.75
N -0.66 0.02 0.43
Se -1.49 2.92 0.49
H -0.16 -2.61 -0.29
H 1.57 -2.28 -0.47
H 0.82 -2.24 1.13
H -1.37 -0.35 1.03
H -1.40 3.79 -0.66
```

Number 1: maximum force 0.2159 Eh/bohr, E_tot -29762.285 eV. Number 2: maximum force 0.0165 Eh/bohr, E_tot -226892.256 eV. Number 3: maximum force 0.0258 Eh/bohr, E_tot -72943.089 eV. Number 4: maximum force 0.1116 Eh/bohr, E_tot -97438.497 eV. Number 5: maximum force 0.0720 Eh/bohr, E_tot -34637.299 eV. Number 6: maximum force 0.1090 Eh/bohr, E_tot -9876.161 eV. Number 7: maximum force 0.1123 Eh/bohr, E_tot -27022.833 eV. Number 8: maximum force 0.1716 Eh/bohr, E_tot -73002.251 eV.